Entry 1:
Formula: C3H5FN2S
Source: the Open Molecules 2025 dataset
Level of theory: wB97M-V/def2-TZVPD

Structure (XYZ):
```
12
Properties=species:S:1:pos:R:3:forces:R:3:lowdin_charge:R:1
C 1.288 -0.677 0.211 -0.49 -0.37 -0.12 -0.2158
C 0.927 0.296 -0.870 0.50 0.06 0.14 -0.1412
C -1.773 0.009 0.363 -1.36 0.20 1.18 -0.7526
H 1.239 -0.295 1.230 -0.36 0.31 -0.10 0.1262
H 0.623 -1.556 0.119 0.34 0.25 0.08 0.0753
H 1.621 0.357 -1.705 -0.09 -0.17 -0.06 0.1265
H -1.196 1.893 0.601 0.38 -0.35 -0.24 0.1424
H -2.505 0.295 1.179 0.66 -0.56 -0.88 0.0865
N -0.043 1.098 -0.904 -0.46 0.38 0.96 0.0600
N -0.863 0.985 0.270 0.19 0.77 -0.81 -0.0989
F 2.589 -1.049 0.008 0.77 -0.39 -0.20 -0.0450
S -1.907 -1.357 -0.504 -0.09 -0.14 0.04 0.6367
```
Positions in Å, forces in eV/Å.

Output
LUMO energy: 0.56 eV
Relative energy (zero: lowest compared OMol25 entry of this formula, charge and spin): 34.3 kcal per mole
HOMO level: -8.793 eV

***

Entry 2:
Formula: C3H5FO
Source: the Open Molecules 2025 dataset
Level of theory: wB97M-V/def2-TZVPD

Structure (XYZ):
```
10
Properties=species:S:1:pos:R:3:forces:R:3:lowdin_charge:R:1
C 1.343 0.358 0.050 0.28 6.46 4.40 -0.3576
C -0.123 0.904 -0.127 3.13 0.71 -3.43 -0.1382
C -1.079 -0.007 0.518 1.70 -1.40 -2.01 -0.2996
H 1.891 0.787 1.088 -1.68 -2.01 -1.60 0.1585
H 2.025 0.912 -0.557 0.24 -0.22 -1.53 0.0862
H -0.288 2.044 -0.012 0.47 -2.00 -0.42 0.1438
H -0.107 0.432 -1.318 -1.04 2.33 2.89 0.1897
H -0.589 -0.670 1.280 -1.36 0.45 0.65 0.1372
O -1.930 -0.346 -0.255 -2.39 -0.98 1.38 0.0523
F 1.295 -0.918 -0.121 0.65 -3.35 -0.33 0.0278
```
Positions in Å, forces in eV/Å.

Output
LUMO energy: 0.58 eV
Relative energy (zero: lowest compared OMol25 entry of this formula, charge and spin): 58.7 kcal per mole
HOMO level: -9.878 eV

***

Entry 3:
Formula: C3H5FO
Source: the Open Molecules 2025 dataset
Level of theory: wB97M-V/def2-TZVPD

Structure (XYZ):
```
10
Properties=species:S:1:pos:R:3:forces:R:3:lowdin_charge:R:1
C 1.104 -0.102 -0.325 3.21 1.39 0.84 -0.0404
C -0.169 0.211 0.300 6.33 6.40 1.18 -0.5270
C -1.221 -0.497 -0.025 -6.43 0.37 -1.29 -0.2491
H 1.551 1.134 -0.461 -0.47 -4.34 0.53 0.1772
H 0.794 -0.440 -1.382 1.66 -0.32 1.52 0.0953
H 1.765 -0.895 0.717 -1.60 2.25 -4.17 0.2127
H -0.150 0.252 1.335 0.52 -0.10 2.43 0.1390
H -1.126 -1.535 0.111 -0.89 -2.11 -0.35 0.1373
O -2.139 0.270 -0.239 -2.99 -3.05 -1.04 0.1154
F -0.411 1.603 -0.030 0.65 -0.50 0.35 -0.0604
```
Positions in Å, forces in eV/Å.

Output
LUMO energy: 0.28 eV
Relative energy (zero: lowest compared OMol25 entry of this formula, charge and spin): 103.6 kcal per mole
HOMO level: -10.042 eV

***

Entry 4:
Formula: C3H5FO
Source: the Open Molecules 2025 dataset
Level of theory: wB97M-V/def2-TZVPD

Structure (XYZ):
```
10
Properties=species:S:1:pos:R:3:forces:R:3:lowdin_charge:R:1
C -0.674 0.023 0.418 1.42 -0.43 1.16 -0.2327
C 0.139 0.888 -0.530 -1.92 2.38 1.18 -0.2238
C 0.607 -0.926 0.338 -1.65 2.83 -2.55 -0.0249
H -0.736 0.278 1.459 -1.03 0.77 0.33 0.1357
H -0.463 0.894 -1.402 0.18 -1.15 -2.16 0.1073
H 0.274 1.976 -0.461 0.03 -0.05 1.01 0.1277
H 1.136 -1.431 1.095 0.41 -0.21 1.13 0.1079
H 0.294 -1.508 -0.464 0.07 -2.18 -1.27 0.0935
O 1.307 0.213 -0.327 1.54 -1.90 0.47 -0.0846
F -1.884 -0.407 -0.126 0.95 -0.06 0.70 -0.0060
```
Positions in Å, forces in eV/Å.

Output
LUMO energy: 1.09 eV
Relative energy (zero: lowest compared OMol25 entry of this formula, charge and spin): 44.4 kcal per mole
HOMO level: -9.795 eV

***

Entry 5:
Formula: C3H5FO2S
Source: the Open Molecules 2025 dataset
Level of theory: wB97M-V/def2-TZVPD

Structure (XYZ):
```
12
Properties=species:S:1:pos:R:3:forces:R:3:lowdin_charge:R:1
C 2.384 0.096 -0.512 1.16 2.02 -2.57 -0.1451
C -2.735 -0.030 -0.774 -0.68 -0.16 0.34 -0.1592
C 2.019 -1.160 -0.421 0.59 -1.25 0.91 -0.1046
O 2.686 1.135 -0.994 -0.55 -1.38 1.69 0.1521
O -1.475 -0.665 -0.446 -0.59 0.01 -0.11 -0.6975
F 3.012 -2.126 -0.121 -1.85 1.31 -0.32 -0.0375
S -1.118 -1.187 1.080 -0.56 2.29 0.82 0.7545
H -0.920 0.141 1.657 -0.17 -2.02 -0.65 -0.0543
H -2.519 0.322 -1.765 -0.05 0.67 -0.32 0.0736
H -3.065 0.785 -0.079 0.81 -0.56 -0.46 0.0900
H -3.639 -0.675 -0.907 1.01 -0.25 0.53 0.0890
H 0.936 -1.329 -0.355 0.87 -0.68 0.13 0.0388
```
Positions in Å, forces in eV/Å.

Output
LUMO energy: 0.18 eV
Relative energy (zero: lowest compared OMol25 entry of this formula, charge and spin): 84.7 kcal per mole
HOMO level: -9.074 eV

***

Entry 6:
Formula: C3H5FS
Source: the Open Molecules 2025 dataset
Level of theory: wB97M-V/def2-TZVPD

Structure (XYZ):
```
10
Properties=species:S:1:pos:R:3:forces:R:3:lowdin_charge:R:1
C -0.904 -0.643 -1.256 -1.83 -0.26 -1.80 0.0173
C -1.795 -1.213 -0.502 -2.59 -1.67 -0.26 -0.2267
C 2.151 -1.383 0.461 0.43 -0.88 -0.44 -0.4690
F -1.841 -1.525 0.819 0.71 0.67 -0.91 0.0041
S 2.812 0.088 0.045 -0.19 -0.72 1.55 0.6665
H -0.045 -0.218 -0.945 2.78 1.23 0.99 -0.0206
H -1.208 -0.544 -2.325 0.44 -0.11 1.08 0.0850
H 2.293 -2.142 -0.351 -0.29 0.83 -0.03 -0.0628
H -2.697 -1.588 -1.033 0.44 0.14 0.88 0.1126
H 2.701 0.452 1.373 0.10 0.78 -1.06 -0.1065
```
Positions in Å, forces in eV/Å.

Output
LUMO energy: -0.25 eV
Relative energy (zero: lowest compared OMol25 entry of this formula, charge and spin): 92.8 kcal per mole
HOMO level: -8.774 eV

***

Entry 7:
Formula: C3H5FeO3
Source: the Open Molecules 2025 dataset
Level of theory: wB97M-V/def2-TZVPD

Structure (XYZ):
```
12
Properties=species:S:1:pos:R:3:forces:R:3:lowdin_charge:R:1
H -0.491 0.832 -1.587 -0.66 -0.01 -0.82 0.1599
C -0.473 -0.275 -1.479 0.15 0.24 -0.25 -0.3878
C -1.027 -0.540 -0.125 0.34 1.87 1.60 0.1159
O -0.689 0.441 0.912 -2.31 -2.01 -2.02 0.0740
C 0.525 0.423 1.333 1.67 0.83 0.70 -0.2234
O 0.731 1.405 2.155 -0.51 -1.14 -1.39 0.2231
Fe 1.496 -1.099 0.115 0.66 0.59 -0.98 1.2465
O 0.896 -0.571 -1.627 0.15 -0.83 2.38 -0.1814
H -0.982 -1.046 -2.095 -0.47 0.63 -0.69 0.1620
H -2.102 0.336 -2.079 0.57 -0.39 0.53 0.4768
H -1.532 -1.454 0.190 -0.09 0.21 0.30 0.1695
H 1.673 1.611 2.211 0.48 0.01 0.64 0.1650
```
Positions in Å, forces in eV/Å.

Output
Expectation value of S²: 8.82
Spin multiplicity: 6
LUMO energy (spin up / spin down): -13.18 / -12.12 eV
Charge: +2
Relative energy (zero: lowest compared OMol25 entry of this formula, charge and spin): 120.7 kcal per mole
HOMO level (spin up / spin down): -19.470 / -20.419 eV

***

Entry 8:
Formula: C3H5FeO3
Source: the Open Molecules 2025 dataset
Level of theory: wB97M-V/def2-TZVPD

Structure (XYZ):
```
12
Properties=species:S:1:pos:R:3:forces:R:3:lowdin_charge:R:1
O 0.461 0.013 0.395 -2.56 1.65 -2.53 0.2474
C -0.288 0.679 -0.390 2.10 -0.69 1.54 0.1421
C -0.729 2.003 -0.057 0.19 -0.54 2.29 0.2668
H -0.708 0.112 -1.232 -0.55 0.19 -0.79 0.2400
H -0.425 2.342 0.936 -0.27 -0.21 0.59 0.1917
H -1.825 2.022 -0.202 -1.19 1.42 -0.52 0.2365
H -0.353 2.660 -0.866 -0.16 0.94 -2.33 0.2781
O 1.088 -1.748 1.481 -0.66 3.11 0.92 0.3797
C 0.368 -1.631 0.478 4.73 -0.29 0.55 -0.2538
O 0.297 -2.187 -0.579 -2.14 1.40 1.12 0.1191
Fe 0.751 -3.634 -1.651 0.55 -2.90 -1.94 1.7721
H 1.362 -0.630 1.686 -0.07 -4.08 1.09 0.3802
```
Positions in Å, forces in eV/Å.

Output
Expectation value of S²: 8.77
Spin multiplicity: 6
LUMO energy (spin up / spin down): -20.65 / -25.80 eV
Charge: +4
HOMO level (spin up / spin down): -32.697 / -31.367 eV

***

Entry 9:
Formula: C3H5GaO5
Source: the Open Molecules 2025 dataset
Level of theory: wB97M-V/def2-TZVPD

Structure (XYZ):
```
14
Properties=species:S:1:pos:R:3:forces:R:3:lowdin_charge:R:1
O 2.204 0.687 0.342 -0.01 1.41 0.55 -0.0250
C 1.950 -0.545 -0.016 0.55 0.11 -3.37 -0.2568
C 1.446 -0.787 -1.605 3.64 2.81 2.47 -0.2458
O 0.402 -1.640 -1.632 -2.43 -2.38 -1.03 -0.1318
H -2.531 1.529 -0.509 0.56 0.32 0.99 0.1712
H 1.399 -1.207 0.670 0.43 -0.44 0.39 0.0998
H 3.196 -0.100 -0.159 -1.41 -1.12 0.60 0.2815
H 2.345 -1.176 -2.117 -0.86 -0.29 -0.15 0.1431
H 1.232 0.230 -1.980 0.04 -0.42 -0.06 0.1333
Ga -0.850 -1.199 -0.534 0.93 0.81 -0.05 1.1358
O -1.207 -0.533 1.015 1.37 -2.78 1.38 0.0554
C -1.757 0.624 1.082 -6.02 3.33 1.50 -0.6563
O -2.534 1.016 1.935 2.62 -0.95 -1.18 0.2018
O -1.667 1.261 -0.121 0.61 -0.41 -2.04 0.0938
```
Positions in Å, forces in eV/Å.

Output
Expectation value of S²: 0.76
Spin multiplicity: 2
LUMO energy (spin up / spin down): -7.92 / -7.91 eV
Charge: +1
HOMO level (spin up / spin down): -12.929 / -14.281 eV

***

Entry 10:
Formula: C3H5HgLiO2
Source: the Open Molecules 2025 dataset
Level of theory: wB97M-V/def2-TZVPD

Structure (XYZ):
```
12
Properties=species:S:1:pos:R:3:forces:R:3:lowdin_charge:R:1
C 0.176 -0.191 1.723 0.40 -0.17 -0.28 -0.2078
C -1.084 -0.634 1.032 0.11 0.60 -1.29 -0.0743
H 0.692 -1.021 2.222 -0.06 0.42 -0.01 0.1173
H 0.000 0.647 2.408 0.26 -0.21 -0.26 0.1265
H -0.943 -1.617 0.563 -0.16 0.14 0.32 0.0825
H -1.208 0.085 0.155 -0.52 -0.78 1.32 0.1052
H -1.920 -0.644 1.743 0.08 0.04 -0.51 0.0906
O 1.086 0.318 0.655 0.53 -1.10 0.88 -0.2986
C 2.157 -0.428 0.300 -0.61 0.25 0.14 -0.3441
O 2.821 0.195 -0.579 1.25 -1.80 0.00 -0.4024
Li 4.383 -1.589 -0.673 -0.83 0.62 0.24 0.8455
Hg 1.979 2.167 -0.746 -0.46 1.98 -0.55 0.9596
```
Positions in Å, forces in eV/Å.

Output
Expectation value of S²: 0.76
Spin multiplicity: 2
LUMO energy (spin up / spin down): -4.46 / -5.59 eV
Charge: +1
HOMO level (spin up / spin down): -11.829 / -12.961 eV

***

Entry 11:
Formula: C3H5I
Source: the Open Molecules 2025 dataset
Level of theory: wB97M-V/def2-TZVPD

Structure (XYZ):
```
9
Properties=species:S:1:pos:R:3:forces:R:3:lowdin_charge:R:1
C -0.408 -0.189 -0.058 1.35 -0.48 2.31 -0.4936
C 0.647 2.577 -1.355 0.32 2.09 0.18 -0.5742
C -0.368 -1.529 0.637 4.60 1.44 0.68 -0.2133
I 0.946 1.403 0.366 -0.82 -1.09 -0.03 1.1959
H -0.757 -0.361 -1.008 -0.58 0.94 -2.62 -0.0002
H 0.943 3.673 -0.930 -0.42 -2.18 -0.51 -0.1165
H -1.302 -1.894 0.497 -2.96 -1.45 0.04 0.0200
H 0.370 -2.279 0.145 -1.00 1.24 0.70 0.1094
H -0.070 -1.400 1.707 -0.48 -0.51 -0.74 0.0726
```
Positions in Å, forces in eV/Å.

Output
LUMO energy (spin up / spin down): -0.54 / 0.09 eV
Relative energy (zero: lowest compared OMol25 entry of this formula, charge and spin): 166.3 kcal per mole
HOMO level (spin up / spin down): -7.593 / -8.388 eV

***

Entry 12:
Formula: C3H5IN4O2
Source: the Open Molecules 2025 dataset
Level of theory: wB97M-V/def2-TZVPD

Structure (XYZ):
```
15
Properties=species:S:1:pos:R:3:forces:R:3:lowdin_charge:R:1
C -0.314 -2.033 -0.150 0.24 -3.74 1.17 -0.1515
C 1.245 -0.265 0.721 5.04 1.94 1.60 -0.6566
C -0.361 1.264 -0.417 0.33 0.42 -1.55 -0.0581
N -0.845 -0.854 0.101 -0.34 -0.54 -1.91 0.1085
N 0.975 -2.255 0.072 -0.27 0.54 -2.48 0.0769
N 0.081 0.072 0.208 -4.34 0.84 -0.88 -0.3018
N 1.572 -3.503 -0.159 0.07 -0.08 1.27 -0.4269
O 0.940 -4.473 0.186 -0.23 -0.88 -0.41 0.0722
O 2.743 -3.466 -0.477 -0.76 -0.01 -0.31 0.0803
I 3.020 0.755 0.128 -1.03 -0.92 0.30 0.8022
H -1.011 -2.862 -0.406 0.50 0.58 0.28 0.1405
H 1.186 -0.856 1.592 0.62 0.29 1.25 0.0565
H -0.212 2.102 0.185 0.27 1.53 0.93 0.0688
H 0.197 1.381 -1.366 0.04 0.12 0.38 0.0939
H -1.393 1.154 -0.722 -0.15 -0.08 0.35 0.0951
```
Positions in Å, forces in eV/Å.

Output
Expectation value of S²: 2.02
Spin multiplicity: 3
LUMO energy (spin up / spin down): 0.11 / -2.75 eV
Relative energy (zero: lowest compared OMol25 entry of this formula, charge and spin): 0.0 kcal per mole
HOMO level (spin up / spin down): -6.445 / -9.943 eV